{"formula": "C25H23Cl3NO3PPt", "method": "ωB97M-V/def2-TZVPD", "elements": ["Pt", "O", "C", "O", "C", "C", "C", "C", "C", "C", "P", "C", "C", "C", "C", "C", "C", "C", "C", "C", "C", "C", "C", "H", "H", "H", "H", "H", "H", "H", "H", "H", "H", "H", "H", "H", "H", "Cl", "C", "Cl", "Cl", "C", "N", "C", "C", "C", "C", "O", "H", "H", "H", "H", "H", "H", "H", "H", "H"], "positions_angstrom": [[1.0515, 0.2373, -0.4447], [0.5031, -2.3717, -3.2304], [0.0561, -1.5537, -2.4832], [0.7295, -0.4145, -2.2402], [-1.3376, -1.6935, -1.9153], [-2.0512, -2.8045, -2.3289], [-3.3607, -3.0119, -1.9080], [-3.9819, -2.1109, -1.0581], [-3.2854, -1.0001, -0.6121], [-1.9713, -0.7833, -1.0447], [-1.1622, 0.6337, -0.3881], [-0.6788, 1.9502, -1.4846], [0.4700, 2.6496, -1.0205], [1.2697, 3.3246, -1.9498], [0.9320, 3.3097, -3.2907], [-0.2134, 2.6414, -3.7259], [-1.0009, 1.9303, -2.8355], [-1.7530, 1.1463, 1.1862], [-2.1581, 2.4693, 1.3879], [-2.6333, 2.8431, 2.6344], [-2.6896, 1.9106, 3.6623], [-2.2743, 0.5958, 3.4612], [-1.8070, 0.2029, 2.2221], [-1.5636, -3.5055, -2.9921], [-3.8955, -3.8887, -2.2479], [-5.0006, -2.2728, -0.7345], [-3.7611, -0.3044, 0.0670], [0.6156, 2.8367, 0.0386], [2.1280, 3.8869, -1.6068], [1.5484, 3.8353, -4.0072], [-0.4745, 2.6562, -4.7758], [-1.8391, 1.3437, -3.1890], [-2.1269, 3.1884, 0.5788], [-2.9705, 3.8571, 2.7999], [-3.0676, 2.2075, 4.6318], [-2.3280, -0.1200, 4.2700], [-1.4886, -0.8200, 2.0533], [1.3647, 0.1484, 4.8923], [1.9196, 1.5115, 3.9261], [0.9822, 2.9683, 4.2572], [3.6424, 1.7886, 4.1195], [1.6837, 1.1628, 2.5129], [1.4982, 0.8811, 1.4239], [2.4110, -3.5363, -0.3737], [2.5412, -2.1020, 0.1186], [3.3606, -1.2653, -0.8667], [3.1419, -2.0482, 1.5158], [1.1747, -1.5980, 0.1675], [3.3951, -4.0058, -0.4028], [1.9812, -3.5648, -1.3742], [1.7806, -4.1107, 0.3048], [4.4158, -1.5348, -0.8094], [3.3540, -0.1825, -0.5977], [3.0217, -1.3870, -1.8939], [4.0980, -2.5717, 1.5316], [2.4762, -2.5329, 2.2298], [3.3278, -1.0218, 1.8387]], "forces_ev_per_a": [[0.011, -0.030, 0.124], [0.005, -0.013, 0.006], [-0.050, -0.076, -0.054], [0.057, 0.098, -0.010], [-0.015, 0.003, 0.021], [-0.012, 0.004, -0.005], [-0.004, -0.009, -0.005], [-0.005, 0.003, 0.004], [0.011, 0.003, 0.003], [0.021, 0.020, 0.011], [0.022, -0.042, -0.038], [-0.019, -0.031, 0.031], [0.030, 0.038, -0.023], [-0.009, 0.016, 0.029], [-0.027, -0.017, -0.012], [0.008, 0.014, 0.003], [-0.002, 0.011, -0.023], [0.001, -0.005, 0.001], [0.000, 0.000, -0.001], [-0.007, 0.001, -0.005], [0.003, -0.002, 0.001], [-0.001, 0.006, 0.003], [-0.001, -0.002, -0.006], [0.003, -0.001, -0.001], [0.000, 0.000, -0.001], [0.001, 0.001, 0.000], [-0.001, 0.000, 0.003], [0.000, -0.016, -0.017], [-0.001, 0.005, -0.007], [0.004, -0.002, 0.000], [-0.001, -0.005, 0.001], [-0.003, 0.003, -0.010], [0.004, 0.002, -0.001], [0.001, -0.001, 0.000], [0.001, -0.001, 0.000], [0.000, -0.001, 0.000], [0.002, -0.005, -0.001], [0.000, 0.001, -0.001], [0.017, -0.003, 0.000], [-0.003, 0.000, 0.000], [0.000, -0.003, -0.001], [0.002, -0.022, 0.005], [-0.012, 0.046, -0.010], [0.008, -0.013, -0.007], [0.033, 0.002, 0.004], [-0.020, 0.004, 0.004], [-0.008, 0.006, -0.004], [-0.036, 0.009, -0.031], [0.001, 0.001, 0.003], [0.000, 0.005, 0.014], [-0.001, -0.002, -0.001], [-0.004, -0.011, 0.005], [-0.006, -0.008, -0.005], [-0.002, 0.013, -0.002], [-0.003, 0.000, 0.003], [-0.001, 0.003, 0.001], [0.007, -0.001, -0.002]], "mulliken_charge": [1.85, -0.58, 0.08, -0.53, 0.12, -0.76, -0.69, -0.71, -0.95, 1.04, 1.33, 0.40, -0.42, -0.84, -0.64, -0.60, -0.65, 0.49, -0.33, -0.80, -0.52, -0.73, -0.37, 0.60, 0.46, 0.49, 0.55, 0.63, 0.50, 0.47, 0.46, 0.57, 0.52, 0.48, 0.46, 0.49, 0.49, -0.03, 0.84, -0.04, -0.04, -0.24, -0.23, -1.66, 1.42, -1.47, -1.43, -0.87, 0.43, 0.32, 0.39, 0.53, 0.27, 0.40, 0.46, 0.35, 0.24], "homo_lumo_gap_ev": 7.593, "e_lumo_ev": -7.966, "relative_energy_ev": 0.000, "energy_ha": -3087.54951, "charge": 2}

{"formula": "C25H23Cl5N7SV", "method": "ωB97M-V/def2-TZVPD", "elements": ["V", "C", "N", "C", "C", "C", "C", "C", "C", "N", "C", "C", "C", "C", "C", "C", "N", "C", "C", "C", "C", "C", "N", "H", "H", "H", "H", "H", "H", "H", "H", "H", "H", "H", "H", "H", "H", "H", "H", "H", "H", "Cl", "C", "C", "C", "Cl", "C", "Cl", "C", "Cl", "C", "Cl", "N", "N", "C", "N", "S", "H", "H", "H", "H", "H"], "positions_angstrom": [[-0.2245, 0.0547, -0.2264], [-0.6331, -0.4390, 2.9277], [-1.3589, 0.1112, 1.7789], [-2.5338, -0.7095, 1.4160], [-3.1269, -0.1725, 0.1380], [-4.4846, -0.1709, -0.1064], [-4.9571, 0.3728, -1.2940], [-4.0445, 0.9109, -2.1835], [-2.6963, 0.8606, -1.8751], [-2.2353, 0.3283, -0.7371], [-1.7802, 1.4935, 2.0598], [-0.8465, 2.5169, 1.4769], [-0.8428, 3.8097, 1.9659], [-0.0988, 4.7834, 1.3168], [0.6179, 4.4222, 0.1927], [0.5964, 3.0981, -0.2118], [-0.1069, 2.1431, 0.4151], [0.3329, -1.5154, 2.5104], [1.1373, -2.1502, 3.4420], [1.9879, -3.1534, 3.0068], [1.9886, -3.4912, 1.6643], [1.1589, -2.7959, 0.8035], [0.3496, -1.8102, 1.2092], [-1.3377, -0.8192, 3.6784], [-0.0798, 0.3723, 3.4064], [-3.2971, -0.6854, 2.2027], [-2.1953, -1.7386, 1.2870], [-5.1606, -0.5904, 0.6269], [-6.0153, 0.3799, -1.5157], [-4.3546, 1.3548, -3.1186], [-1.9463, 1.2311, -2.5630], [-1.8929, 1.6608, 3.1351], [-2.7651, 1.6661, 1.6224], [-1.4376, 4.0495, 2.8375], [-0.0902, 5.8019, 1.6808], [1.1994, 5.1381, -0.3704], [1.1543, 2.7777, -1.0786], [1.0860, -1.8666, 4.4854], [2.6311, -3.6690, 3.7079], [2.6235, -4.2737, 1.2737], [1.1377, -3.0259, -0.2491], [-1.1281, -2.3563, -1.4641], [-0.2919, -1.4266, -2.7218], [0.3689, -0.2815, -2.2953], [1.1117, 0.3102, -3.3060], [2.1507, 1.6797, -2.9036], [1.1696, -0.1408, -4.6228], [2.1117, 0.6732, -5.8063], [0.4473, -1.2783, -4.9813], [0.4719, -1.8555, -6.5967], [-0.2865, -1.9505, -4.0055], [-1.1496, -3.3829, -4.3968], [2.1781, 0.3640, 0.3742], [3.3915, -0.3168, 0.6756], [3.9499, -1.2450, -0.1670], [5.1578, -1.6649, 0.2775], [3.3010, -1.7980, -1.5759], [2.3327, 0.9459, -0.4535], [2.0316, 0.9824, 1.1640], [4.0640, 0.2637, 1.1565], [5.5201, -1.4314, 1.1860], [5.6387, -2.3515, -0.2756]], "forces_ev_per_a": [[0.515, -0.782, 0.685], [0.070, 0.054, -0.067], [-0.236, 0.379, -0.118], [-0.063, 0.103, 0.000], [0.067, -0.006, 0.023], [-0.040, -0.003, -0.007], [0.044, -0.004, 0.005], [0.029, 0.021, -0.049], [0.084, -0.043, -0.015], [-0.454, -0.112, -0.052], [0.020, -0.030, 0.113], [0.032, -0.061, -0.091], [0.003, 0.032, -0.003], [-0.036, 0.023, 0.058], [0.031, -0.073, -0.062], [0.019, 0.043, 0.050], [-0.014, 0.137, 0.126], [-0.164, -0.016, -0.039], [-0.035, -0.075, -0.012], [-0.005, 0.022, 0.044], [-0.029, -0.016, -0.033], [-0.069, -0.010, -0.007], [0.296, 0.301, -0.067], [0.044, -0.034, 0.033], [0.022, 0.018, -0.041], [0.062, -0.077, 0.070], [-0.021, -0.030, -0.039], [-0.014, 0.012, -0.010], [-0.005, -0.001, 0.014], [-0.035, -0.013, 0.009], [-0.014, 0.006, 0.001], [-0.037, -0.008, 0.003], [0.018, 0.014, -0.038], [0.005, 0.014, -0.001], [-0.001, 0.000, -0.005], [-0.005, 0.016, 0.015], [-0.012, 0.027, 0.016], [0.004, -0.013, 0.005], [-0.004, -0.001, 0.000], [0.004, 0.001, 0.008], [0.036, 0.026, -0.048], [0.019, 0.119, -0.277], [-0.062, -0.156, 0.167], [-0.190, 0.015, -0.056], [0.203, 0.246, 0.084], [-0.089, -0.131, -0.093], [-0.015, -0.036, 0.008], [0.006, -0.004, -0.014], [-0.020, -0.003, 0.004], [0.003, -0.008, -0.008], [0.042, 0.028, -0.066], [-0.005, -0.003, 0.000], [0.189, 0.071, -0.467], [-0.181, -0.074, 0.265], [0.136, 0.021, 0.011], [-0.015, -0.008, -0.002], [-0.127, 0.050, -0.024], [0.056, -0.002, -0.001], [-0.038, 0.030, -0.015], [0.003, 0.010, 0.005], [-0.037, -0.025, 0.022], [0.011, 0.016, -0.016]], "lowdin_spin": [0.99, 0.00, 0.00, 0.00, 0.00, 0.00, -0.01, 0.00, -0.01, 0.00, 0.00, 0.00, 0.00, 0.00, 0.00, 0.00, 0.00, 0.00, 0.00, 0.00, 0.00, 0.00, 0.00, 0.00, 0.00, 0.00, 0.00, 0.00, 0.00, 0.00, 0.00, 0.00, 0.00, 0.00, 0.00, 0.00, 0.00, 0.00, 0.00, 0.00, 0.00, 0.00, 0.00, 0.00, 0.00, 0.00, 0.00, 0.00, 0.00, 0.00, 0.00, 0.00, 0.01, 0.00, 0.00, 0.00, 0.00, 0.00, 0.00, 0.00, 0.00, 0.00], "homo_lumo_gap_ev": [6.979, 6.274], "e_lumo_ev": [-2.569, -2.574], "spin_multiplicity": 2, "relative_energy_ev": 0.145, "energy_ha": -4992.73771, "charge": 1}

- Which value of charge does entry 1 give?
  +2